Record 1
Here is a structure of composition C40H43IrN4OP2S2Se from OMol25. Energies are from ωB97M-V/def2-TZVPD.

Structure (XYZ):
```
94
Properties=species:S:1:pos:R:3:forces:R:3:lowdin_charge:R:1
Ir -1.8995 0.4462 -0.2151 -0.20 -0.48 -0.56 0.487
C 3.3521 -5.8553 -3.3287 0.03 0.02 0.00 -0.408
S 1.6037 -6.2934 -3.3052 -0.01 -0.01 0.01 0.820
C 1.0941 -5.4705 -1.7795 0.02 -0.01 -0.05 -0.521
C 0.7633 -3.9943 -1.9734 0.00 -0.04 0.02 -0.263
C 0.2105 -3.3772 -0.6969 0.00 -0.11 -0.32 -0.211
N -0.4298 -2.0581 -0.9137 -0.16 0.08 0.42 -0.356
P -2.0885 -1.7165 -0.7691 0.78 0.25 -0.83 0.843
C -3.0101 -3.2273 -0.6988 -0.19 0.20 0.43 -0.356
C -3.4667 -3.7514 0.5103 0.02 -0.06 0.00 -0.069
C -4.1204 -4.9733 0.5118 0.02 0.05 0.00 -0.043
C -4.3086 -5.6542 -0.6834 -0.02 -0.04 0.03 -0.029
C -3.8588 -5.1226 -1.8856 0.02 0.03 -0.08 -0.037
C -3.2129 -3.8984 -1.9076 0.00 -0.10 0.06 -0.065
C -2.6014 -0.7388 -2.1935 -0.60 -0.21 -0.23 -0.460
C -3.9970 -0.4982 -2.3242 -0.03 -0.11 0.06 -0.105
C -4.4805 0.2674 -3.3529 0.03 0.00 -0.01 -0.042
C -3.5908 0.8240 -4.2797 -0.02 -0.01 0.03 -0.009
C -2.2320 0.5998 -4.1751 0.05 0.03 0.06 -0.050
C -1.7334 -0.1816 -3.1387 0.13 0.13 -0.13 -0.085
P 0.1136 -0.5664 -0.3018 0.27 -0.23 0.44 0.830
C 1.3345 0.1320 -1.4073 -0.09 0.18 -0.04 -0.335
C 1.6764 -0.5204 -2.5927 0.03 -0.12 0.13 -0.087
C 2.6410 0.0186 -3.4271 -0.02 -0.02 -0.04 -0.036
C 3.2638 1.2088 -3.0878 0.03 0.03 -0.01 -0.030
C 2.9189 1.8710 -1.9178 -0.07 -0.02 0.05 -0.048
C 1.9481 1.3454 -1.0818 -0.07 0.05 -0.04 -0.102
C 0.9401 -0.9260 1.2616 0.00 -0.01 -0.02 -0.371
C 2.2795 -0.6084 1.4842 0.05 0.05 -0.02 -0.070
C 2.8853 -0.9458 2.6888 -0.03 0.00 0.04 -0.053
C 2.1651 -1.6151 3.6656 0.00 0.00 -0.02 -0.047
C 0.8351 -1.9585 3.4403 0.01 -0.01 0.00 -0.045
C 0.2260 -1.6121 2.2498 0.00 -0.08 -0.05 -0.151
H 3.7702 -6.2678 -4.2447 -0.02 -0.01 0.00 0.037
H 3.8727 -6.2968 -2.4804 -0.01 0.01 0.00 0.040
H 3.5035 -4.7767 -3.3428 -0.01 0.01 0.00 0.028
H 1.8766 -5.6066 -1.0299 -0.02 -0.01 0.04 0.087
H 0.2107 -6.0071 -1.4261 0.00 -0.01 0.00 0.074
H 0.0220 -3.9032 -2.7721 0.00 0.01 0.01 0.107
H 1.6585 -3.4577 -2.2948 -0.01 -0.01 -0.02 0.094
H 0.9841 -3.2595 0.0641 0.02 0.00 -0.03 0.122
H -0.5481 -4.0409 -0.2737 0.01 0.01 0.01 0.114
H -3.3197 -3.2117 1.4378 0.00 0.02 0.01 0.111
H -4.4860 -5.3891 1.4399 -0.01 -0.01 0.01 0.121
H -4.8191 -6.6078 -0.6816 -0.01 0.00 0.01 0.124
H -4.0210 -5.6578 -2.8110 0.00 -0.01 0.00 0.123
H -2.8745 -3.4763 -2.8456 0.00 0.02 -0.01 0.120
H -4.6860 -0.9422 -1.6139 0.00 0.02 0.02 0.122
H -5.5427 0.4438 -3.4479 -0.01 -0.01 0.01 0.126
H -3.9741 1.4302 -5.0894 0.00 0.01 -0.01 0.129
H -1.5475 1.0367 -4.8881 0.00 0.01 0.01 0.124
H -0.6734 -0.3677 -3.0936 0.05 -0.05 0.03 0.075
H 1.2035 -1.4565 -2.8571 -0.02 0.01 -0.01 0.086
H 2.9032 -0.4907 -4.3442 0.01 -0.02 0.00 0.122
H 4.0183 1.6267 -3.7399 0.01 0.01 -0.01 0.123
H 3.4118 2.7974 -1.6628 -0.01 0.07 0.04 0.113
H 1.6695 1.8825 -0.1807 0.00 -0.01 0.02 0.101
H 2.8657 -0.1145 0.7226 -0.01 0.00 -0.02 0.102
H 3.9250 -0.6977 2.8525 0.01 0.00 -0.01 0.120
H 2.6402 -1.8866 4.5983 0.01 0.00 0.02 0.121
H 0.2782 -2.4969 4.1943 -0.01 -0.01 0.02 0.121
H -0.8083 -1.8918 2.0843 0.00 0.04 0.00 0.080
Se -2.8487 2.6845 -0.7085 0.29 0.48 -0.06 0.618
C -1.5780 3.0052 -2.0221 -0.24 -0.16 0.10 -0.780
N -0.7371 3.2005 -2.7862 0.07 0.02 0.01 0.090
C 2.3623 3.2859 5.7632 0.01 0.00 0.02 -0.087
C 1.4115 2.4079 4.9605 0.03 0.02 -0.03 -0.227
C 1.0493 3.0701 3.6384 0.10 0.04 -0.04 -0.150
N 0.2301 2.1586 2.8311 -0.16 -0.01 -0.09 0.074
C -1.0072 2.2924 2.4161 -0.12 0.02 0.05 -0.672
S -1.8732 0.7871 2.0242 0.00 0.16 0.58 0.610
N -1.6988 3.4309 2.3974 -0.01 -0.13 0.13 0.115
C -1.3382 4.8367 2.5046 0.07 0.13 0.22 -0.376
O -2.0566 5.5189 3.1746 0.02 -0.05 -0.09 0.170
C -0.1882 5.3093 1.7171 -0.03 0.04 -0.11 -0.170
C 0.3108 4.5824 0.6389 -0.04 -0.02 0.01 -0.046
C 1.3293 5.1134 -0.1298 0.07 0.06 -0.05 -0.056
C 1.8513 6.3639 0.1762 -0.02 0.00 0.02 -0.041
C 1.3482 7.0937 1.2461 -0.01 0.00 0.00 -0.038
C 0.3228 6.5729 2.0153 0.06 -0.09 0.04 0.009
H 2.5534 2.8523 6.7425 0.01 -0.01 0.01 0.083
H 1.9436 4.2804 5.9198 -0.02 0.01 0.01 0.084
H 3.3203 3.4003 5.2554 0.01 0.01 -0.02 0.082
H 0.4967 2.2177 5.5264 -0.01 -0.01 -0.01 0.122
H 1.8754 1.4362 4.7601 -0.01 0.00 0.01 0.102
H 1.9432 3.3222 3.0624 -0.02 0.05 0.02 0.140
H 0.5003 3.9924 3.8038 0.00 -0.02 0.06 0.118
H 0.5967 1.2180 2.7346 -0.02 -0.02 0.02 0.105
H -2.7027 3.3090 2.4414 -0.02 -0.02 -0.11 0.135
H -0.1328 3.6331 0.3634 0.01 0.01 -0.03 0.066
H 1.6905 4.5752 -0.9936 0.00 -0.06 -0.08 0.094
H 2.6402 6.7807 -0.4351 0.01 0.01 -0.01 0.117
H 1.7399 8.0771 1.4656 0.03 -0.01 0.02 0.119
H -0.0881 7.1278 2.8478 -0.04 0.02 -0.02 0.131
```
Positions in Å, forces in eV/Å.

The net charge is +2. As for the HOMO-LUMO gap: 5.6 eV. As for the LUMO energy: -6.9 eV. For the molecular weight, the calculation gives 993.07 g mol⁻¹. The calculation puts the total energy at -158607.723 eV.

---

Record 2
Here is a structure of composition C40H43IrP2Si from OMol25. Energies are from ωB97M-V/def2-TZVPD.

Structure (XYZ):
```
87
Properties=species:S:1:pos:R:3:forces:R:3:lowdin_spin:R:1
C 0.6888 -1.0453 -2.8976 0.15 0.06 -0.22 0.016
C -0.3268 -1.5328 -2.0693 -0.10 0.61 0.03 0.037
C -1.6209 -1.6990 -2.5779 0.03 -0.05 0.06 0.019
C -1.8743 -1.4854 -3.9309 0.01 0.03 -0.01 -0.001
C -0.8334 -1.0898 -4.7724 0.15 0.08 0.04 0.021
C 0.4453 -0.8459 -4.2546 -0.14 -0.13 0.16 -0.001
P 0.0276 -1.8021 -0.3066 0.03 -4.65 -3.59 0.256
C -1.2671 -2.9972 0.2046 0.36 0.03 0.07 0.074
C -2.2671 -2.5332 1.0573 -0.32 -0.56 -0.16 0.043
C -3.3420 -3.3808 1.3681 0.15 0.25 0.03 0.004
C -3.3817 -4.6771 0.8447 0.22 0.15 -0.05 0.005
C -2.3382 -5.1535 0.0364 0.13 0.32 0.09 0.007
C -1.2673 -4.3134 -0.2817 -0.34 0.05 0.17 0.012
Ir -0.2615 -0.1828 1.0806 -0.36 -0.04 4.03 2.152
P -0.1123 1.7289 0.0539 0.70 4.66 -2.44 0.214
C -1.4077 1.7326 -1.2421 0.12 -0.43 0.00 0.084
C -1.1137 2.0634 -2.5678 0.04 0.17 -0.13 0.022
C -2.1467 2.2099 -3.4894 -0.03 -0.22 0.16 0.006
C -3.4544 1.8877 -3.1185 0.05 0.09 -0.02 0.022
C -3.7263 1.4088 -1.8363 -0.01 -0.07 0.30 0.000
C -2.7043 1.3355 -0.8871 0.03 0.08 -0.32 0.038
C -0.2556 3.3201 0.9707 -0.42 -0.10 -0.06 0.043
C 0.7449 3.6908 1.8836 -0.20 -0.25 0.31 0.017
C 0.5453 4.7820 2.7304 0.07 -0.09 -0.38 0.000
C -0.5970 5.5732 2.5855 0.02 -0.17 -0.17 0.019
C -1.5198 5.2902 1.5766 0.16 -0.04 -0.01 -0.001
C -1.3689 4.1518 0.7811 0.03 -0.04 0.21 0.020
C 1.4900 1.9891 -0.7946 -0.04 -0.21 0.47 0.003
C 2.5340 1.0723 -0.6564 -0.18 0.16 -0.37 0.004
C 3.7061 1.2581 -1.3968 -0.07 -0.09 0.25 0.001
C 3.8336 2.3654 -2.2350 -0.09 -0.08 -0.03 0.000
C 2.8170 3.3208 -2.3125 -0.21 -0.12 0.30 0.000
C 1.6608 3.1548 -1.5509 0.07 -0.05 -0.25 0.001
C 1.6132 -2.7076 -0.3282 0.38 0.12 0.34 0.043
C 2.0195 -3.5007 -1.4145 0.15 -0.07 -0.11 0.009
C 3.2435 -4.1815 -1.3692 -0.22 0.18 0.31 0.002
C 4.0756 -4.0487 -0.2495 -0.13 0.09 -0.13 0.002
C 3.6860 -3.2412 0.8193 -0.21 -0.11 0.09 0.001
C 2.4428 -2.6106 0.7932 0.24 -0.02 -0.25 0.009
H 1.6705 3.1104 1.9510 -0.27 0.24 0.02 0.002
H 1.3010 5.0334 3.4725 -0.17 -0.03 -0.18 0.000
H -0.7484 6.4238 3.2456 0.02 -0.12 -0.18 0.001
H -2.3547 5.9645 1.4004 0.10 -0.19 0.09 0.000
H -2.1031 3.9227 0.0062 0.16 0.06 0.31 0.001
H -0.0825 2.2050 -2.8856 -0.34 0.13 0.08 0.001
H -1.9181 2.5584 -4.4971 -0.11 -0.18 0.25 0.000
H -4.2628 1.9928 -3.8430 0.21 -0.06 0.22 0.001
H -4.7392 1.0985 -1.5709 0.33 0.13 -0.08 0.000
H -2.8737 0.9430 0.1179 -0.28 0.25 -0.16 0.011
H 2.3970 0.2242 0.0209 0.31 0.08 -0.33 0.003
H 4.5143 0.5323 -1.3143 -0.15 0.21 -0.02 0.000
H 4.7344 2.4868 -2.8329 -0.16 -0.02 0.15 0.000
H 2.9074 4.1897 -2.9618 0.10 -0.17 0.20 0.000
H 0.8720 3.9097 -1.5681 0.25 -0.18 -0.06 0.000
H 1.3924 -3.5919 -2.3019 0.17 0.04 0.24 0.000
H 3.5446 -4.8134 -2.2085 -0.13 0.24 0.30 0.000
H 5.0300 -4.5750 -0.2045 -0.27 0.18 -0.09 0.000
H 4.3354 -3.1156 1.6874 -0.20 -0.11 -0.27 0.000
H 2.1134 -2.0190 1.6395 0.18 -0.23 -0.08 0.007
H -2.1814 -1.5035 1.4660 -0.50 -0.55 -0.06 0.022
H -4.1446 -3.0260 2.0139 0.19 -0.13 -0.15 0.000
H -4.2276 -5.3265 1.0775 0.28 0.22 -0.05 0.000
H -2.3514 -6.1769 -0.3439 -0.04 0.34 0.14 0.001
H -0.4434 -4.6739 -0.8990 -0.27 0.10 0.13 0.000
H -2.4187 -2.0035 -1.9058 0.03 -0.03 -0.19 0.001
H -2.8845 -1.6232 -4.3341 0.47 0.01 0.21 0.000
H -1.0173 -0.9447 -5.8390 0.02 -0.09 0.42 0.001
H 1.2600 -0.5080 -4.9017 -0.35 -0.17 0.32 0.000
H 1.6746 -0.8269 -2.4829 -0.20 -0.15 -0.20 0.000
H 0.0779 0.6258 -6.8684 0.43 -0.03 0.11 0.000
H 0.6905 0.4244 -6.4800 -0.36 0.29 -0.47 0.000
C -1.5281 0.8489 4.3885 0.20 0.17 -0.61 0.014
Si 0.1248 -0.0245 4.3786 -0.54 0.13 1.33 0.098
C 1.3491 0.7432 5.6039 0.03 -0.16 -0.33 0.040
C -0.2855 -1.8182 4.7178 0.36 -0.01 -0.60 0.010
C 0.9534 0.1704 2.6526 0.97 0.31 0.09 0.468
H -1.9020 0.9276 5.4078 0.00 0.02 0.10 0.002
H -2.2654 0.2564 3.8222 0.11 0.27 0.08 0.001
H -1.4523 1.8591 3.9662 -0.20 -0.11 0.08 0.000
H 1.0391 0.5993 6.6521 -0.02 -0.06 -0.41 0.007
H 2.3420 0.2820 5.4743 -0.27 0.25 0.12 0.000
H 1.4264 1.8255 5.4271 0.08 -0.26 0.02 0.000
H -1.1926 -2.0916 4.1559 0.32 -0.07 0.10 0.001
H 0.5490 -2.4637 4.4135 -0.28 -0.12 0.14 0.000
H -0.4927 -1.9872 5.7762 0.08 0.09 -0.02 0.002
H 1.3880 1.1795 2.5260 -0.34 -0.15 0.48 0.048
H 1.7960 -0.5310 2.5355 -0.18 0.11 0.08 0.053
```
Positions in Å, forces in eV/Å.

The net charge is +2. As for the HOMO-LUMO gap (spin up / spin down): 7.4 / 4.7 eV. As for the LUMO energy (spin up / spin down): -5.9 / -9.6 eV. For the molecular weight, the calculation gives 806.04 g mol⁻¹. The calculation puts the total energy at -71453.738 eV. As for the multiplicity: 5.